Below is a cluster of 16 separate species, C47H99N5O34S6 in total, with properties calculated with ωB97M-V/def2-TZVPD.

```
! RIJCOSX wB97M-V def2-TZVPD def2/J DEFGRID3
* xyz 0 1
C -6.462 9.174 5.549
C -7.054 8.937 6.969
O -8.268 8.998 7.150
N -6.273 8.623 8.047
C -4.832 8.327 8.044
H -6.908 10.116 5.232
H -6.934 8.450 4.885
H -5.378 9.141 5.435
H -6.846 8.537 8.875
H -4.433 7.562 7.377
H -4.506 8.095 9.058
H -4.223 9.193 7.784
C -3.819 16.425 5.272
C -4.705 16.020 6.473
O -4.245 15.678 7.533
N -6.009 16.096 6.288
C -6.937 15.863 7.407
H -3.002 15.706 5.209
H -3.512 17.455 5.455
H -4.393 16.371 4.347
H -6.388 16.328 5.381
H -6.524 15.692 8.401
H -7.666 15.077 7.213
H -7.533 16.775 7.444
C 2.068 14.910 9.271
C 1.174 15.898 8.558
O 1.717 16.576 7.664
N -0.102 15.968 8.888
C -1.124 16.747 8.204
H 1.636 14.617 10.227
H 3.098 15.261 9.345
H 2.057 14.000 8.671
H -0.315 15.561 9.787
H -1.738 16.095 7.583
H -0.602 17.471 7.579
H -1.758 17.189 8.972
C -0.758 12.952 12.499
C 0.043 14.246 12.747
O -0.001 15.205 11.988
N 0.664 14.313 13.936
C 0.793 13.173 14.897
H -1.467 12.845 13.320
H -0.046 12.127 12.527
H -1.246 13.059 11.531
H 1.083 15.216 14.105
H -0.173 12.952 15.351
H 1.498 13.449 15.680
H 1.136 12.249 14.430
C -9.776 11.719 6.780
C -9.248 12.576 7.919
O -9.753 13.684 8.175
N -8.226 11.978 8.555
C -7.512 12.711 9.605
H -9.049 11.606 5.976
H -10.789 11.946 6.446
H -9.877 10.670 7.059
H -7.938 11.057 8.257
H -6.433 12.588 9.702
H -7.895 12.425 10.585
H -7.546 13.800 9.596
C -6.105 14.444 2.255
C -7.478 13.712 2.018
O -7.353 12.638 2.993
S -6.209 12.878 4.229
O -5.160 11.891 4.064
O -6.907 12.938 5.532
O -5.845 14.313 3.647
H -6.183 15.497 1.985
H -5.325 13.999 1.637
H -7.428 13.352 0.990
H -8.352 14.361 2.078
C 0.940 13.388 6.164
C 1.141 12.733 4.806
O 0.781 13.713 3.840
S -0.521 14.617 4.426
O -1.759 13.940 4.042
O -0.403 16.053 4.105
O -0.176 14.235 6.023
H 1.860 13.929 6.382
H 0.720 12.719 6.996
H 0.545 11.823 4.736
H 2.176 12.455 4.606
C -4.227 12.343 7.694
C -3.183 12.426 6.587
O -2.246 11.453 7.004
S -1.983 11.426 8.649
O -0.969 12.417 9.005
O -1.931 10.057 9.160
O -3.535 12.029 8.893
H -4.924 11.509 7.621
H -4.842 13.227 7.863
H -2.734 13.419 6.579
H -3.528 12.178 5.583
C 2.752 11.087 10.565
C 4.166 10.617 10.576
O 4.814 11.444 11.531
S 4.009 12.695 12.109
O 4.180 13.898 11.272
O 4.225 12.817 13.555
O 2.616 11.926 11.699
H 1.963 10.349 10.708
H 2.528 11.690 9.685
H 4.638 10.671 9.595
H 4.221 9.559 10.832
C -1.798 10.642 2.607
C -3.126 10.166 2.294
O -3.498 9.150 3.194
S -2.314 8.856 4.328
O -1.394 7.747 3.938
O -2.893 8.797 5.679
O -1.732 10.362 3.950
H -1.612 11.664 2.277
H -1.097 10.038 2.030
H -3.263 9.676 1.330
H -3.870 10.962 2.332
C -3.247 15.085 10.875
C -4.482 15.971 11.156
O -4.972 15.533 12.406
S -4.652 13.875 12.620
O -5.906 13.125 12.396
O -3.864 13.652 13.888
O -3.691 13.779 11.248
H -2.458 15.440 11.538
H -3.034 15.187 9.811
H -5.288 15.901 10.426
H -4.252 17.033 11.244
C -5.392 9.826 12.841
C -4.322 9.702 11.747
C -3.151 10.455 12.315
O -3.191 10.288 13.747
C -4.553 10.071 14.115
H -6.103 8.999 12.862
H -5.857 10.793 12.648
H -4.619 10.218 10.834
H -4.197 8.641 11.531
H -3.236 11.477 11.945
H -2.332 9.880 11.881
H -4.837 10.870 14.800
H -4.648 9.136 14.667
C 0.828 8.967 6.444
C 1.334 9.587 7.748
C 1.106 8.516 8.722
O 0.885 7.285 8.005
C 1.006 7.468 6.585
H 1.363 9.327 5.565
H -0.198 9.334 6.398
H 0.731 10.472 7.950
H 2.417 9.713 7.760
H 0.201 8.844 9.232
H 1.941 8.519 9.422
H 0.350 6.831 5.992
H 2.014 7.140 6.331
C 1.216 9.365 13.790
C 0.146 8.312 13.390
C 0.848 7.461 12.371
O 2.242 7.911 12.383
C 2.498 8.717 13.516
H 1.052 9.792 14.779
H 1.061 10.271 13.203
H -0.776 8.832 13.130
H -0.030 7.718 14.288
H 0.470 7.533 11.351
H 0.851 6.404 12.635
H 3.321 9.380 13.250
H 2.823 8.114 14.364
C -2.309 3.696 7.947
C -1.261 4.431 8.690
C -2.184 5.405 9.539
O -3.295 5.704 8.676
C -3.353 4.768 7.587
H -2.767 2.881 8.508
H -1.981 3.254 7.006
H -0.487 4.962 8.136
H -0.677 3.749 9.308
H -1.606 6.298 9.777
H -2.575 4.884 10.413
H -3.218 5.189 6.590
H -4.312 4.256 7.513
C -6.417 8.785 0.544
C -7.736 8.617 -0.171
C -8.714 9.420 0.694
O -8.098 9.412 1.943
C -6.638 9.550 1.827
H -5.575 9.170 -0.031
H -6.147 7.792 0.901
H -7.887 7.546 -0.309
H -7.624 9.081 -1.151
H -9.741 9.056 0.670
H -8.814 10.445 0.339
H -6.241 9.148 2.759
H -6.359 10.599 1.729
*
```

The HOMO-LUMO gap comes out at 8.4 eV. For the energy, the calculation gives -7070.995673 Ha. The value obtained for the LUMO energy is -0.42 eV.

=====

Below is a structure of composition C42H40F5N6OS7SbW, with properties calculated with ωB97M-V/def2-TZVPD.

```
! RIJCOSX wB97M-V def2-TZVPD def2/J DEFGRID3
* xyz 0 3
W 0.001 -0.465 -0.304
S 0.514 3.517 -4.662
Sb 1.945 2.718 -2.981
S -0.155 1.467 -1.922
S 0.477 -0.284 -2.725
S 1.687 4.806 -1.998
N -1.129 -2.268 -1.290
C -2.302 -2.897 -0.643
C -1.988 -3.400 0.759
C -1.796 -2.283 1.777
N -0.552 -1.506 1.599
H -1.403 -1.880 -2.187
H -0.459 -3.000 -1.501
H -2.649 -3.734 -1.253
H -3.092 -2.161 -0.599
H -1.108 -4.045 0.734
H -2.831 -4.011 1.092
H -1.815 -2.706 2.783
H -2.623 -1.587 1.703
H 0.211 -2.004 2.043
H -0.707 -0.641 2.156
N -2.014 0.132 -0.026
S -3.347 0.676 0.307
N -3.765 1.105 1.768
S -2.639 1.514 2.847
N -1.538 0.612 3.152
S 1.115 1.979 2.375
N 0.974 0.975 1.060
C 2.150 3.411 2.081
C 1.679 4.506 2.807
C 2.330 5.722 2.711
C 3.440 5.843 1.884
C 3.901 4.749 1.169
C 3.257 3.522 1.256
C 2.138 0.977 3.459
C 1.436 0.062 4.238
C 2.141 -0.816 5.045
C 3.528 -0.767 5.080
C 4.213 0.165 4.313
C 3.521 1.047 3.495
C -3.701 1.853 4.255
C -5.084 1.882 4.163
C -5.830 2.172 5.298
C -5.192 2.443 6.500
C -3.804 2.409 6.579
C -3.054 2.104 5.455
C -2.275 3.190 2.250
C -1.549 3.271 1.067
C -1.317 4.502 0.475
C -1.803 5.655 1.080
C -2.534 5.571 2.256
C -2.785 4.336 2.845
C -3.882 2.050 -0.722
C -3.318 2.229 -1.972
C -3.684 3.331 -2.731
C -4.634 4.218 -2.244
C -5.230 4.002 -1.007
C -4.854 2.916 -0.235
C -4.706 -0.474 -0.015
C -5.135 -0.660 -1.321
C -6.167 -1.549 -1.580
C -6.759 -2.250 -0.538
C -6.321 -2.061 0.766
C -5.297 -1.164 1.034
H 0.805 4.395 3.439
H 1.961 6.574 3.266
H 3.934 6.801 1.782
H 4.748 4.850 0.505
H 3.604 2.681 0.675
H 0.352 0.054 4.188
H 1.606 -1.538 5.648
H 4.078 -1.458 5.706
H 5.293 0.208 4.347
H 4.058 1.766 2.896
H -5.555 1.683 3.209
H -6.911 2.196 5.242
H -5.777 2.679 7.379
H -3.310 2.625 7.518
H -1.971 2.059 5.489
H -1.183 2.360 0.608
H -0.749 4.564 -0.447
H -1.611 6.619 0.627
H -2.923 6.470 2.718
H -3.373 4.276 3.750
H -2.587 1.525 -2.330
H -3.216 3.497 -3.693
H -4.913 5.083 -2.833
H -5.984 4.687 -0.639
H -5.283 2.737 0.742
H -4.668 -0.107 -2.129
H -6.516 -1.684 -2.596
H -7.571 -2.937 -0.742
H -6.785 -2.605 1.579
H -4.964 -0.976 2.046
O 2.757 1.135 -0.466
C 1.719 0.710 -0.009
F 1.880 -2.522 -1.631
C 1.544 -2.076 -0.372
F 0.934 -3.229 0.191
C 2.873 -2.070 0.410
F 3.351 -3.309 0.599
F 3.827 -1.366 -0.175
F 2.643 -1.559 1.647
*
```

The HOMO-LUMO gap (spin up / spin down) comes out at 7.2 / 6.1 eV. For the energy relative to the best compared isomer or geometry (same formula, charge and spin), the calculation gives 2.7 kcal/mol. As for the expectation value of S²: 2.022. For the energy, the calculation gives -5622.083804 Ha. The value obtained for the LUMO energy (spin up / spin down) is -0.13 / -0.89 eV.

=====

Below is a cluster of 3 separate species, C11H23N2O6P2S in total, with properties calculated with ωB97M-V/def2-TZVPD.

```
! RIJCOSX wB97M-V def2-TZVPD def2/J DEFGRID3
* xyz 1 1
C -2.245 3.498 1.587
P -2.139 3.639 -0.352
O -1.749 5.290 -0.747
N -0.830 2.503 -0.807
C -1.382 1.253 -1.523
C 0.002 0.408 -1.767
N 1.149 1.220 -1.194
P 2.862 0.665 -1.195
O 3.003 -0.933 -1.205
C 0.670 2.553 -0.582
S 1.629 3.910 0.282
C 1.446 5.618 -0.521
O 3.152 3.657 0.412
O 1.054 3.996 1.745
H -1.846 4.504 2.034
H -3.333 3.253 1.955
H -1.556 2.613 1.952
H -2.562 5.865 -0.861
H -2.505 1.023 -1.778
H -0.030 -0.641 -2.296
H 3.449 1.084 0.085
H 3.579 1.295 -2.282
H 0.890 6.287 0.274
H 2.483 6.135 -0.744
H 0.873 5.522 -1.537
C -3.146 -3.659 -2.101
C -3.000 -2.639 -1.004
O -3.443 -1.498 -1.130
C -2.290 -3.067 0.252
H -3.679 -3.210 -2.946
H -2.160 -3.983 -2.441
H -3.723 -4.514 -1.738
H -1.265 -3.365 0.016
H -2.828 -3.895 0.719
H -2.258 -2.228 0.955
C 2.472 -4.584 3.056
C 1.565 -4.257 1.900
O 0.342 -4.339 2.005
C 2.212 -3.825 0.612
H 1.866 -4.881 3.920
H 3.129 -5.415 2.789
H 3.060 -3.704 3.328
H 2.858 -4.622 0.235
H 2.789 -2.911 0.774
H 1.435 -3.622 -0.134
*
```

The HOMO-LUMO gap comes out at 6.0 eV. For the energy, the calculation gives -2074.250428 Ha. The value obtained for the LUMO energy is -5.48 eV.

=====

Below is an isolated molecule of CH3N5, with properties calculated with ωB97M-V/def2-TZVPD.

```
! RIJCOSX wB97M-V def2-TZVPD def2/J DEFGRID3
* xyz 0 1
N 0.892 0.930 1.329
C 0.377 0.431 0.250
N 0.212 0.561 -1.103
N -0.633 -0.447 -1.362
N -1.020 -1.204 -0.382
N -0.354 -0.670 0.620
H 1.629 1.602 1.290
H -0.132 -0.582 1.664
H -0.970 -0.621 -2.305
*
```

The HOMO-LUMO gap comes out at 8.8 eV. For the energy relative to the best compared isomer or geometry (same formula, charge and spin), the calculation gives 54.8 kcal/mol. For the energy, the calculation gives -313.571701 Ha. The value obtained for the LUMO energy is 0.60 eV.

=====

Below is an isolated molecule of C6H8F3NO, with properties calculated with ωB97M-V/def2-TZVPD.

```
! RIJCOSX wB97M-V def2-TZVPD def2/J DEFGRID3
* xyz 0 1
C 0.546 -1.158 -0.616
C 1.239 -0.038 -0.034
C -1.179 -0.848 -0.130
C -0.938 0.274 0.907
C 2.344 0.698 -0.820
C -2.095 1.174 1.147
N 1.042 -2.033 -1.296
O 0.243 0.899 0.422
F -1.944 -1.892 0.218
F -1.761 -0.273 -1.266
F -0.588 -0.404 2.098
H 1.961 -0.506 0.785
H 3.182 0.172 -0.858
H 2.554 1.693 -0.546
H 1.921 0.824 -1.774
H -2.532 1.577 0.287
H -1.718 2.037 1.536
H -2.783 0.589 1.653
H 0.507 -2.783 -1.712
*
```

The HOMO-LUMO gap comes out at 10.4 eV. For the energy relative to the best compared isomer or geometry (same formula, charge and spin), the calculation gives 8.8 kcal/mol. As for the SMILES: [H]/N=C1/[C@@H](C)O[C@](C)(F)C1(F)F. For the energy, the calculation gives -662.948665 Ha. The value obtained for the LUMO energy is 0.87 eV.

=====

Below is a cluster of 8 separate species, C34H70O22P in total, with properties calculated with ωB97M-V/def2-TZVPD.

```
! RIJCOSX wB97M-V def2-TZVPD def2/J DEFGRID3
* xyz -1 1
C -2.118 3.402 3.816
C -1.737 1.963 4.246
P -3.107 0.867 4.939
C -4.739 1.746 4.679
C -2.900 0.796 6.748
C -2.071 -0.456 6.991
O -0.709 -0.327 6.470
C -0.307 -1.358 5.606
H -1.508 3.674 2.949
H -3.154 3.516 3.503
H -1.908 4.089 4.634
H -1.276 1.463 3.390
H -0.965 2.009 5.010
H -4.703 2.839 4.701
H -5.352 1.436 5.522
H -5.210 1.360 3.774
H -2.324 1.663 7.103
H -2.015 -0.614 8.074
H -2.595 -1.280 6.505
H -0.375 -1.028 4.557
H -0.907 -2.266 5.694
H 0.748 -1.597 5.779
C 2.019 0.604 -2.314
C 2.064 -0.783 -1.710
O 1.542 -0.793 -0.373
C 0.206 -0.756 -0.266
O -0.575 -0.740 -1.183
O -0.099 -0.729 1.023
C -1.502 -0.607 1.316
H 2.525 1.321 -1.667
H 2.506 0.603 -3.291
H 0.992 0.945 -2.441
H 3.098 -1.117 -1.630
H 1.536 -1.501 -2.331
H -2.076 -1.379 0.808
H -1.857 0.382 1.032
H -1.616 -0.727 2.391
C -3.653 -6.746 -2.919
C -2.379 -7.439 -2.483
O -1.220 -6.645 -2.767
C -0.994 -5.645 -1.910
O -1.648 -5.388 -0.936
O 0.095 -4.992 -2.316
C 0.423 -3.845 -1.522
H -3.591 -6.464 -3.971
H -4.510 -7.406 -2.780
H -3.822 -5.838 -2.342
H -2.244 -8.363 -3.044
H -2.405 -7.696 -1.424
H 0.495 -4.108 -0.468
H -0.318 -3.063 -1.668
H 1.390 -3.490 -1.860
C 6.804 -0.683 -6.569
C 5.743 -0.433 -7.620
O 5.015 -1.632 -7.926
C 4.080 -1.977 -7.042
O 3.772 -1.371 -6.052
O 3.556 -3.141 -7.439
C 2.593 -3.692 -6.534
H 7.456 -1.503 -6.873
H 7.408 0.212 -6.420
H 6.355 -0.956 -5.615
H 6.208 -0.128 -8.556
H 5.054 0.357 -7.319
H 1.812 -2.971 -6.305
H 3.083 -4.020 -5.618
H 2.153 -4.552 -7.031
C -6.067 6.478 -1.538
C -5.317 5.333 -0.888
O -3.974 5.704 -0.550
C -3.847 6.438 0.555
O -4.742 6.799 1.274
O -2.554 6.718 0.721
C -2.282 7.568 1.835
H -5.512 6.857 -2.398
H -7.050 6.145 -1.872
H -6.202 7.305 -0.841
H -5.222 4.504 -1.586
H -5.836 4.964 -0.003
H -2.715 7.171 2.750
H -2.665 8.570 1.638
H -1.202 7.615 1.949
C -6.483 8.584 3.358
C -6.589 10.040 3.759
O -7.553 10.748 2.959
C -8.826 10.559 3.293
O -9.236 9.896 4.209
O -9.585 11.257 2.441
C -10.988 11.100 2.648
H -6.281 8.493 2.292
H -5.680 8.095 3.906
H -7.411 8.051 3.563
H -5.640 10.545 3.580
H -6.828 10.153 4.816
H -11.259 11.314 3.680
H -11.297 10.089 2.382
H -11.484 11.810 1.992
C 8.709 -6.216 -4.148
C 9.151 -6.747 -5.495
O 8.045 -6.896 -6.395
C 7.614 -5.768 -6.963
O 8.087 -4.672 -6.809
O 6.574 -6.066 -7.740
C 5.969 -4.928 -8.367
H 7.918 -6.842 -3.733
H 9.548 -6.202 -3.452
H 8.317 -5.203 -4.234
H 9.572 -7.745 -5.384
H 9.916 -6.113 -5.945
H 6.707 -4.342 -8.911
H 5.472 -4.312 -7.626
H 5.228 -5.304 -9.067
C 6.357 -4.795 6.391
C 4.926 -5.274 6.521
O 3.997 -4.303 6.030
C 3.873 -4.248 4.702
O 4.449 -4.949 3.909
O 3.000 -3.290 4.409
C 2.808 -3.064 3.010
H 6.477 -3.823 6.872
H 7.040 -5.506 6.858
H 6.639 -4.683 5.345
H 4.673 -5.413 7.571
H 4.775 -6.227 6.014
H 2.555 -3.988 2.495
H 3.704 -2.623 2.575
H 1.983 -2.363 2.916
*
```

The HOMO-LUMO gap comes out at 3.9 eV. For the energy, the calculation gives -3334.150347 Ha. The value obtained for the LUMO energy is 1.65 eV.

=====

| no. | strongest force on any atom (Eh/bohr) |
| --- | --- |
| 1 | 0.097 |
| 2 | 0.026 |
| 3 | 0.163 |
| 4 | 0.043 |
| 5 | 0.094 |
| 6 | 0.037 |